Entry 1:
2 unconnected molecules or ions with the total composition CH4N2OS in a non-equilibrium geometry, computed with ωB97M-V/def2-TZVPD.

Positions of all 9 atoms, in Å:
C: -1.51018 -0.28225 -0.18272
N: -1.96190 0.81765 -0.26995
N: 0.87414 0.64468 0.51954
O: -1.28148 -1.40740 -0.09627
S: 1.91384 -0.39775 -0.07339
H: 2.01801 -1.24682 1.02466
H: -2.10794 1.78218 0.07689
H: 0.87717 1.58715 -0.03883
H: 1.17834 -1.49744 -0.95992

Forces on atoms 1 to 2 (eV/Å):
-1.322 2.522 0.935
-0.634 1.419 -0.320

Results
Molar mass   92.12 g/mol
Energy   -16961.664 eV
Energy relative to the best compared isomer or geometry (same formula, charge and spin)   81.3 kcal/mol
Frontier orbital gap   0.33597 Ha


Entry 2:
A single CH4N2OS molecule in a non-equilibrium geometry, computed with ωB97M-V/def2-TZVPD.

Positions of all 9 atoms, in Å:
O: 1.15989 -0.40419 -1.84695
N: -0.08351 -0.14989 -1.25821
C: 0.10793 0.12335 0.11223
N: -0.83780 -0.08011 0.88996
S: -0.64991 0.68409 2.50422
H: 1.08535 0.34670 -2.42167
H: -0.72150 -0.88849 -1.43032
H: 1.06655 0.71056 0.36217
H: -1.12700 -0.34202 3.08856

Forces on atoms 1 to 2 (eV/Å):
-0.156 -0.042 -0.521
0.583 0.612 2.073

Results
Molar mass   92.12 g/mol
SMILES   ON/C=N/S
Energy   -16961.935 eV
Energy relative to the best compared isomer or geometry (same formula, charge and spin)   75.0 kcal/mol
Frontier orbital gap   0.35733 Ha


Entry 3:
A single CH4N2OS molecule in a non-equilibrium geometry, computed with ωB97M-V/def2-TZVPD.

Positions of all 9 atoms, in Å:
C: -1.56536 0.14737 -0.13150
N: 0.80496 -0.09436 0.03568
N: -0.34959 -0.75746 -0.25168
O: -4.00784 0.68200 -0.12503
S: -3.09784 -0.46681 0.13735
H: -1.29172 1.09284 -0.49310
H: 1.16842 0.20511 -0.85454
H: 0.77208 0.58341 0.82302
H: -0.45529 -1.77953 -0.12827

Forces on atoms 1 to 2 (eV/Å):
1.705 -5.887 -0.268
1.379 -0.181 0.564

Results
Molar mass   92.12 g/mol
Energy   -16961.560 eV
Energy relative to the best compared isomer or geometry (same formula, charge and spin)   83.7 kcal/mol
Frontier orbital gap (spin up / spin down)   0.29839 / 0.29842 Ha


Entry 4:
2 unconnected molecules or ions with the total composition CH4N2P2 in a non-equilibrium geometry, computed with ωB97M-V/def2-TZVPD.

Positions of all 9 atoms, in Å:
C: -0.19984 0.05397 -0.11236
N: -0.59341 0.82850 0.92474
N: 0.81490 -0.86744 -0.18279
P: -0.41468 1.81331 -0.46464
P: -0.69858 -1.68896 -0.43271
H: -0.08180 1.04881 1.75577
H: 1.20193 -1.30705 -2.24190
H: 0.92952 1.90556 -0.13793
H: -0.95804 -1.78669 0.89182

Forces on atoms 1 to 2 (eV/Å):
-0.480 -2.181 -1.839
-2.034 1.038 2.525

Results
Molar mass   106.00 g/mol
Energy   -22652.234 eV
Energy relative to the best compared isomer or geometry (same formula, charge and spin)   144.7 kcal/mol
Frontier orbital gap (spin up / spin down)   0.26501 / 0.29972 Ha


Entry 5:
A single CH4N2P2 molecule in a non-equilibrium geometry, computed with ωB97M-V/def2-TZVPD.

Positions of all 9 atoms, in Å:
H: -1.50555 1.68543 -0.58056
N: -1.84252 0.66105 -0.45424
C: -1.02626 -0.28921 -0.48918
P: -0.83043 -1.85473 0.30569
P: 0.72460 -0.79383 -0.88454
N: 1.53021 0.25773 0.28601
H: -0.52526 -1.20356 1.53148
H: 2.50008 0.37771 0.05345
H: 0.97512 1.15941 0.23190

Forces on atoms 1 to 2 (eV/Å):
-0.313 -2.357 -0.712
0.106 2.085 0.939

Results
Molar mass   106.00 g/mol
SMILES   [H]/N=C1/[PH]#P1N
Energy   -22657.519 eV
Energy relative to the best compared isomer or geometry (same formula, charge and spin)   22.8 kcal/mol
Frontier orbital gap   0.31519 Ha


Entry 6:
2 unconnected molecules or ions with the total composition CH4N2S2 in a non-equilibrium geometry, computed with ωB97M-V/def2-TZVPD.

Positions of all 9 atoms, in Å:
C: -1.77804 0.56081 0.32768
N: -1.03961 1.09991 -0.54986
N: 1.23800 -0.07716 -0.99530
S: -2.66942 -0.95076 0.08818
S: 1.07442 -0.82071 0.37746
H: -1.71188 0.79648 1.31591
H: -1.28667 0.86336 -1.45634
H: 0.95661 0.91682 -1.01557
H: 2.13631 -1.60402 0.25190

Forces on atoms 1 to 2 (eV/Å):
0.112 -2.308 -2.669
-0.534 2.283 2.302

Results
Molar mass   108.19 g/mol
Energy   -25748.229 eV
Energy relative to the best compared isomer or geometry (same formula, charge and spin)   98.3 kcal/mol
Frontier orbital gap (spin up / spin down)   0.32963 / 0.20781 Ha


Entry 7:
A single CH4N2S2 molecule in a non-equilibrium geometry, computed with ωB97M-V/def2-TZVPD.

Positions of all 9 atoms, in Å:
C: -0.90374 0.40576 -1.27018
N: -0.43632 1.45252 -0.85647
N: 1.19311 -0.06697 1.58065
S: -0.87735 -1.23361 -0.57264
S: 0.62581 -1.41108 1.02545
H: -1.58541 0.51479 -2.09308
H: -0.02084 1.27574 0.04242
H: 0.53381 0.43970 2.17762
H: 1.47094 -1.37685 -0.03378

Forces on atoms 1 to 2 (eV/Å):
-1.352 -1.877 -0.654
1.083 2.449 1.516

Results
Molar mass   108.19 g/mol
Energy   -25749.436 eV
Energy relative to the best compared isomer or geometry (same formula, charge and spin)   70.4 kcal/mol
Frontier orbital gap   0.32457 Ha


Entry 8:
A single CH4N2S3 molecule in a non-equilibrium geometry, computed with ωB97M-V/def2-TZVPD.

Positions of all 10 atoms, in Å:
N: -0.00054 -0.91076 -1.30818
N: -0.40408 -0.09515 -0.26931
C: 0.39652 0.25120 0.66724
S: 2.13119 0.10207 0.49827
S: -0.16970 0.93236 2.19512
S: -2.23392 0.76577 2.18355
H: 1.01611 -0.85492 -1.66299
H: -0.64966 -0.83731 -2.06126
H: 2.30475 -1.19181 1.12330
H: -2.53893 1.96705 2.08585

Forces on atoms 1 to 2 (eV/Å):
2.008 0.550 0.045
0.410 -0.528 0.245

Results
Molar mass   140.26 g/mol
SMILES   N/N=C(\S)SS
Energy   -36586.151 eV
Energy relative to the best compared isomer or geometry (same formula, charge and spin)   21.4 kcal/mol
Frontier orbital gap   0.32352 Ha


Entry 9:
A single CH4N2Si molecule in a non-equilibrium geometry, computed with ωB97M-V/def2-TZVPD.

Positions of all 8 atoms, in Å:
N: 2.64102 0.39682 -0.20372
C: 1.60938 -0.11613 -0.11324
N: 0.43206 -0.65802 0.02019
Si: -1.00917 0.39236 -0.13394
H: 0.28690 -1.44311 0.71130
H: -1.30745 0.78306 1.26821
H: -2.19323 -0.47860 -0.36815
H: -0.45950 1.12361 -1.18065

Forces on atoms 1 to 2 (eV/Å):
-0.073 -0.021 -0.198
1.736 0.361 0.371

Results
Molar mass   72.14 g/mol
SMILES   N#CN[SiH3]
Energy   -11958.659 eV
Energy relative to the best compared isomer or geometry (same formula, charge and spin)   15.8 kcal/mol
Frontier orbital gap   0.37471 Ha


Entry 10:
2 unconnected molecules or ions with the total composition CH4N3 in a non-equilibrium geometry, computed with ωB97M-V/def2-TZVPD.

Positions of all 8 atoms, in Å:
C: 0.79106 0.30780 0.41137
N: -2.25610 0.49755 -0.16666
N: -1.61743 -0.30014 -0.60934
N: 1.64546 -0.37609 -0.16394
H: 0.82130 0.67704 1.45214
H: -3.26492 0.64255 0.10596
H: 2.67752 -0.57798 -0.12557
H: 1.20311 -0.87073 -0.90397

Forces on atoms 1 to 2 (eV/Å):
-2.626 0.651 2.325
-1.799 1.320 1.310

Results
Molar mass   58.06 g/mol
Total charge   +1
Energy   -5559.916 eV
Energy relative to the best compared isomer or geometry (same formula, charge and spin)   114.6 kcal/mol
Frontier orbital gap (spin up / spin down)   0.33111 / 0.22487 Ha


Entry 11:
A gas-phase ion, CH4N3 (charge +1) in a non-equilibrium geometry, computed with ωB97M-V/def2-TZVPD.

Positions of all 8 atoms, in Å:
N: 0.45687 0.48911 0.03933
N: -0.92611 0.30292 0.70350
C: -1.79743 -0.57497 0.04610
N: -1.97146 0.58959 -0.30356
H: 0.43728 -0.17283 -0.78802
H: 1.03419 0.42160 0.84533
H: 0.64326 1.43325 -0.48091
H: -1.99044 -1.60077 -0.29677

Forces on atoms 1 to 2 (eV/Å):
-1.865 0.791 -3.696
0.647 1.507 1.488

Results
Molar mass   58.06 g/mol
Total charge   +1
SMILES   [NH3+]N1C=N1
Energy   -5560.252 eV
Energy relative to the best compared isomer or geometry (same formula, charge and spin)   106.8 kcal/mol
Frontier orbital gap   0.42354 Ha


Entry 12:
2 unconnected molecules or ions with the total composition CH4N3O2 in a non-equilibrium geometry, computed with ωB97M-V/def2-TZVPD.

Positions of all 10 atoms, in Å:
C: 0.47408 -1.00197 -0.11604
N: -1.69635 -0.47323 -0.16264
N: 0.43326 1.83909 0.10821
N: -0.52770 -0.07898 0.03258
O: 1.65347 1.63330 -0.21458
O: -2.71478 0.17312 0.03387
H: 0.68275 -1.35022 0.82517
H: 0.14057 -1.76207 -0.95328
H: 1.37918 -0.52040 -0.68847
H: 0.17551 1.54136 1.13517

Forces on atoms 1 to 2 (eV/Å):
1.898 -0.892 -6.101
0.927 0.907 -0.950

Results
Molar mass   90.06 g/mol
Total charge   -1
⟨S²⟩   2.028
2S+1   3
Energy   -9659.989 eV
Energy relative to the best compared isomer or geometry (same formula, charge and spin)   48.4 kcal/mol
Frontier orbital gap (spin up / spin down)   0.19418 / 0.16828 Ha


Entry 13:
3 unconnected molecules or ions with the total composition CH4N3O2 in a non-equilibrium geometry, computed with ωB97M-V/def2-TZVPD.

Positions of all 10 atoms, in Å:
C: 0.08615 1.09441 -1.12743
N: -1.01715 -0.93022 1.83234
N: -0.83397 1.69706 -0.76893
N: 2.34106 -0.59669 -2.15844
O: 2.72339 -1.58673 -1.85731
O: 0.85385 0.30023 -1.51575
H: -0.91851 -1.84713 2.16730
H: -0.27793 -0.23074 1.93986
H: -1.04877 2.60631 -0.55119
H: -1.90814 -0.50651 2.03955

Forces on atoms 1 to 2 (eV/Å):
-0.274 -0.705 -0.042
-0.137 2.190 -1.402

Results
Molar mass   90.06 g/mol
Total charge   +1
Energy   -9655.522 eV
Energy relative to the best compared isomer or geometry (same formula, charge and spin)   33.2 kcal/mol
Frontier orbital gap   0.16102 Ha


Entry 14:
2 unconnected molecules or ions with the total composition CH4N3O3 in a non-equilibrium geometry, computed with ωB97M-V/def2-TZVPD.

Positions of all 11 atoms, in Å:
C: 0.26687 0.27875 -0.17900
N: 1.25020 1.20648 -0.22880
N: -0.22825 0.07227 -1.42594
N: -0.54810 -1.26068 3.76744
O: -0.18366 -0.30855 0.79475
O: -1.04136 -1.40770 2.79887
O: -1.23387 -0.83019 -1.66930
H: 1.54520 1.61172 -1.13903
H: 1.72350 1.44096 0.55952
H: 0.22175 0.46598 -2.32238
H: -1.77227 -1.26904 -0.95612

Forces on atoms 1 to 2 (eV/Å):
1.064 0.424 4.480
-1.620 -0.724 -4.056

Results
Molar mass   106.06 g/mol
Total charge   +1
⟨S²⟩   2.008
2S+1   3
Energy   -11701.351 eV
Energy relative to the best compared isomer or geometry (same formula, charge and spin)   0.0 kcal/mol
Frontier orbital gap (spin up / spin down)   0.22069 / 0.25971 Ha


Entry 15:
2 unconnected molecules or ions with the total composition CH4N3O3S2 in a non-equilibrium geometry, computed with ωB97M-V/def2-TZVPD.

Positions of all 13 atoms, in Å:
C: -1.65857 0.47244 -0.40849
N: -1.00974 1.59228 0.09331
N: -0.80820 -0.66355 -0.36610
N: -1.30935 -1.75651 0.05605
O: 2.19195 -1.68276 0.08784
O: -2.79644 0.53220 -0.86032
O: 1.56652 0.67075 1.00784
S: 4.17557 0.29458 -0.42001
S: 2.14677 -0.03630 -0.17611
H: -0.05261 1.61930 0.51203
H: -1.43182 2.53882 -0.22173
H: 1.21531 -1.97451 0.23312
H: -2.22939 -1.60673 0.46257

Forces on atoms 1 to 2 (eV/Å):
0.016 3.505 1.018
-1.083 1.607 -1.063

Results
Molar mass   170.20 g/mol
Total charge   -1
Energy   -33385.197 eV
Frontier orbital gap   0.21231 Ha


Entry 16:
2 unconnected molecules or ions with the total composition CH4N3P in a non-equilibrium geometry, computed with ωB97M-V/def2-TZVPD.

Positions of all 9 atoms, in Å:
C: -0.11960 -1.70008 0.37742
N: 0.21273 -2.78288 0.17569
N: 1.57300 0.94932 0.32509
N: -1.40788 0.18127 -0.76246
P: -0.88421 -0.13612 0.71053
H: 2.20005 0.86754 1.15485
H: 0.93994 1.67403 0.55911
H: -0.95253 -0.30596 -1.51284
H: -1.56150 1.25288 -1.02738

Forces on atoms 1 to 2 (eV/Å):
-0.424 -0.052 -0.016
0.248 -0.224 -0.020

Results
Molar mass   89.04 g/mol
Energy   -14857.852 eV
Energy relative to the best compared isomer or geometry (same formula, charge and spin)   66.7 kcal/mol
Frontier orbital gap (spin up / spin down)   0.27070 / 0.33555 Ha


Entry 17:
A single CH4N3PS molecule in a non-equilibrium geometry, computed with ωB97M-V/def2-TZVPD.

Positions of all 10 atoms, in Å:
N: -2.87795 1.13554 -0.21273
C: -1.73432 0.87508 -0.11100
P: -0.00406 0.40906 0.19532
N: 0.71659 0.12267 -1.27996
N: -0.07791 -1.19513 0.67256
S: 1.00716 1.92476 1.61268
H: 1.03893 -0.78327 -1.35352
H: 1.50385 0.69013 -1.55709
H: -0.44170 -1.54185 1.55051
H: 0.86941 -1.63698 0.48324

Forces on atoms 1 to 2 (eV/Å):
3.206 -0.653 0.240
-2.425 0.258 -0.105

Results
Molar mass   121.10 g/mol
SMILES   N#CP(N)(N)=S
Energy   -25695.687 eV
Energy relative to the best compared isomer or geometry (same formula, charge and spin)   23.6 kcal/mol
Frontier orbital gap   0.32574 Ha


Entry 18:
2 unconnected molecules or ions with the total composition CH4N3PS in a non-equilibrium geometry, computed with ωB97M-V/def2-TZVPD.

Positions of all 10 atoms, in Å:
C: 2.74857 -0.06165 0.15953
N: 3.81194 0.34578 0.29710
N: -0.45164 0.37847 -1.31125
N: -1.46888 0.22385 1.07140
P: -0.44297 -0.62141 0.04683
S: -1.05164 -2.43580 -0.29591
H: 0.14953 0.02034 -2.04443
H: -0.24052 1.35423 -1.13658
H: -1.87073 -0.33745 1.81053
H: -1.18366 1.13364 1.40277

Forces on atoms 1 to 2 (eV/Å):
-3.066 -0.739 0.033
1.407 0.514 0.106

Results
Molar mass   121.10 g/mol
Energy   -25693.763 eV
Energy relative to the best compared isomer or geometry (same formula, charge and spin)   68.0 kcal/mol
Frontier orbital gap (spin up / spin down)   0.22913 / 0.22748 Ha


Entry 19:
A single CH4N4O3 molecule in a non-equilibrium geometry, computed with ωB97M-V/def2-TZVPD.

Positions of all 12 atoms, in Å:
C: 0.53808 0.21236 0.24818
N: 0.69311 -1.98499 -0.35841
N: 1.23108 -0.99774 0.14985
N: 1.30560 1.30538 -0.11495
N: -2.01839 0.11528 0.05673
O: -2.01344 0.05950 1.24859
O: -2.94846 0.14495 -0.67700
O: -0.82625 0.17354 -0.57469
H: 0.18966 0.30061 1.29173
H: 1.32945 -2.79350 -0.29910
H: 0.87135 2.19245 0.09371
H: 1.64822 1.27216 -1.06464

Forces on atoms 1 to 2 (eV/Å):
-1.484 1.319 2.191
0.910 -2.943 -0.217

Results
Molar mass   120.07 g/mol
⟨S²⟩   2.007
2S+1   3
Energy   -13196.814 eV
Frontier orbital gap (spin up / spin down)   0.31499 / 0.32040 Ha


Entry 20:
A single CH4N4OS molecule in a non-equilibrium geometry, computed with ωB97M-V/def2-TZVPD.

Positions of all 11 atoms, in Å:
C: -1.29424 -0.65187 -0.07993
N: 1.36466 1.61674 0.36034
N: 2.22038 0.74894 0.25599
N: 0.12911 1.26984 -0.02364
N: -0.07225 -0.05319 -0.51860
O: 1.32107 -1.74145 0.68864
S: 1.50285 -0.81625 -0.35775
H: -1.68676 -1.21371 -1.02240
H: -1.03480 -1.26944 0.70129
H: -1.93398 0.09445 0.16070
H: -0.51604 2.01593 -0.16463

Forces on atoms 1 to 2 (eV/Å):
1.149 -2.430 -4.032
-2.056 0.495 -0.377

Results
Molar mass   120.14 g/mol
Energy   -19940.682 eV
Energy relative to the best compared isomer or geometry (same formula, charge and spin)   31.3 kcal/mol
Frontier orbital gap   0.35288 Ha